This record from the OMol25 dataset describes a structure of composition C25H29BiBrN8O11S. The level of theory is wB97M-V/def2-TZVPD.

Properties
Max |F|, Eh/bohr: 0.0832
HOMO (spin up / spin down), Ha: -0.40000 / -0.39997
Lowest unoccupied orbital energy (spin up / spin down), eV: -4.4 / -4.4
Kohn-Sham gap (spin up / spin down), eV: 6.5 / 6.5
Energy relative to the best compared isomer or geometry (same formula, charge and spin), eV: 0.281
Total energy, eV: -147539.6667

Geometry as ORCA input:
```
! wB97M-V def2-TZVPD RIJCOSX def2/J DEFGRID3
* xyz 1 1
Bi -0.15883 0.73500 -0.41599
C -1.91387 2.19307 -4.55700
C -1.00712 1.53761 -3.52989
N -0.59966 2.12622 -2.40306
N -0.64085 3.45494 -2.28731
C 0.10426 3.99733 -1.34577
N 0.38801 5.29788 -1.44336
S 0.99371 3.10056 -0.15096
C -0.66303 0.15399 -3.65512
C -1.03451 -0.58548 -4.83295
C -0.81898 -1.93936 -4.82603
C -0.19298 -2.55015 -3.69754
C 0.27497 -1.74287 -2.68722
N 0.08011 -0.41453 -2.69245
H -1.85154 3.23919 -4.22940
H -1.52773 2.12899 -5.54998
H -2.94006 1.87872 -4.52062
H -0.15543 5.81477 -2.11847
H 1.02410 5.74291 -0.78703
H -1.53755 -0.05277 -5.60913
H -1.21807 -2.60604 -5.59920
H -0.11081 -3.63676 -3.52432
H 0.83689 -2.17577 -1.84558
C 3.72553 -3.90142 -0.86419
O 2.61412 -3.39917 -0.17992
C 1.80834 -4.48174 0.25967
C 0.87622 -4.07840 1.36504
O -0.12129 -3.15700 0.82848
C -1.42915 -3.32365 1.22283
C -2.26729 -2.08978 0.97047
O -2.02998 -1.60149 -0.32842
C -3.18951 -1.15116 -1.02687
H 4.14578 -4.69934 -0.22217
H 3.50649 -4.41236 -1.85149
H 4.43662 -3.06579 -1.00378
H 1.33661 -4.95675 -0.60704
H 2.51299 -5.24273 0.64036
H 0.31060 -4.95256 1.68447
H 1.45790 -3.52972 2.14845
H -1.91385 -4.14822 0.65557
H -1.41640 -3.56252 2.32599
H -3.33370 -2.33605 1.14539
H -2.01114 -1.29125 1.67465
H -3.77260 -0.42857 -0.44449
H -2.83931 -0.58656 -1.91074
H -3.78965 -1.99314 -1.34332
O 5.94904 0.00188 1.57680
C 4.62252 -0.04638 1.12594
C 3.45793 -0.11993 1.90590
C 2.33326 -0.44586 1.24191
N 2.19347 -0.30910 -0.08900
C 3.23157 0.09843 -0.80059
Br 3.30788 0.16521 -2.68248
C 4.47992 0.17955 -0.22633
H 6.06914 -0.41625 2.44641
H 3.48383 -0.08528 3.01642
H 1.48806 -0.86512 1.79316
H 5.38307 0.29920 -0.80412
O -4.15936 5.02005 4.54673
N -3.11611 4.51905 4.91814
O -2.49666 4.82834 5.92816
C -2.49879 3.47891 4.14210
C -1.19948 3.13263 4.49100
C -0.53841 2.24680 3.63144
C -1.12281 1.68520 2.45540
O -0.62177 0.67025 1.82836
C -2.39385 2.18119 2.13136
C -3.11463 2.92158 3.06970
N -2.92538 1.92733 0.80837
O -4.16725 2.04194 0.61991
O -2.15972 1.99051 -0.19303
N 0.77691 1.78422 3.93565
O 1.04912 1.60417 5.12280
O 1.61267 1.65814 3.00929
H -0.70420 3.42766 5.39273
H -4.16835 3.11766 2.82726
*
```

---

This record from the OMol25 dataset describes a structure of composition C25H29CdN3S4. The level of theory is wB97M-V/def2-TZVPD.

Properties
Max |F|, Eh/bohr: 0.0042
HOMO, Ha: -0.26310
Lowest unoccupied orbital energy, eV: 0.4
Kohn-Sham gap, eV: 7.5
Total energy, eV: -78773.9401

Geometry as ORCA input:
```
! wB97M-V def2-TZVPD RIJCOSX def2/J DEFGRID3
* xyz 0 1
Cd -0.26273 -1.16778 0.67897
S 1.81374 -1.69544 1.97768
C 2.70932 -2.33889 0.60157
C 3.44820 -3.51559 0.77802
C 4.18798 -4.07212 -0.24903
C 4.22118 -3.46531 -1.49800
C 3.51226 -2.29543 -1.69682
C 2.75429 -1.73929 -0.66938
S 1.86049 -0.23045 -0.97050
C 0.94748 -0.64062 -2.48653
C -0.44298 -0.04948 -2.50454
C -1.06936 0.21766 -3.71814
C -2.38239 0.64957 -3.70954
C -3.03609 0.81508 -2.49677
C -2.33888 0.54790 -1.33097
C -2.97888 0.68455 0.02452
S -2.90321 -0.87291 0.96737
C -3.49148 -1.98365 -0.29893
C -4.85560 -1.90552 -0.58396
C -5.41904 -2.65665 -1.59501
C -4.59837 -3.51487 -2.32322
C -3.25376 -3.61230 -2.03036
C -2.64619 -2.85669 -1.00914
S -0.93991 -3.14503 -0.72951
N -1.07203 0.13142 -1.34905
H 3.41378 -3.99607 1.74657
H 4.73845 -4.98801 -0.07482
H 4.80050 -3.89297 -2.30570
H 3.54847 -1.79820 -2.65855
H 1.49395 -0.31692 -3.37119
H 0.84125 -1.72842 -2.51139
H -0.53541 0.06679 -4.64694
H -2.89976 0.84616 -4.63959
H -4.06936 1.13180 -2.45362
H -2.44238 1.40675 0.64296
H -4.01874 0.99071 -0.07266
H -5.47341 -1.24160 0.00974
H -6.47774 -2.58526 -1.80575
H -5.01414 -4.11973 -3.11957
H -2.62680 -4.29119 -2.59352
C 1.99402 4.94432 2.48352
C 2.49882 3.63337 1.88859
N 1.70857 2.46760 2.26542
C 2.04524 1.80423 3.52251
C 1.17793 2.22357 4.70728
C 0.64381 2.04613 1.53206
C 0.38256 2.76143 0.23489
N -0.16088 1.09079 1.87758
H 2.59978 5.77911 2.12743
H 2.04652 4.93064 3.57163
H 0.95702 5.12853 2.19933
H 3.52335 3.45188 2.21579
H 2.53813 3.70810 0.80413
H 3.09071 2.03074 3.73252
H 2.00009 0.72509 3.36453
H 1.31662 3.27657 4.95117
H 1.44220 1.63486 5.58660
H 0.11809 2.06641 4.50304
H 1.21741 2.63245 -0.45455
H 0.23233 3.82948 0.39492
H -0.50568 2.34186 -0.22196
H 0.09066 0.72087 2.78886
*
```

---

This record from the OMol25 dataset describes an isolated molecule of C25H29FN4O. The level of theory is wB97M-V/def2-TZVPD.

Properties
Max |F|, Eh/bohr: 0.0188
HOMO, Ha: -0.29520
Lowest unoccupied orbital energy, eV: 0.6
Kohn-Sham gap, eV: 8.6
SMILES: CCN1C[C@@H](CN(C)Cc2cn(-c3ccc(C)cc3)nc2-c2ccc(F)cc2)CC1=O
Energy relative to the best compared isomer or geometry (same formula, charge and spin), eV: 0.149
Total energy, eV: -37121.7070

Geometry as ORCA input:
```
! wB97M-V def2-TZVPD RIJCOSX def2/J DEFGRID3
* xyz 0 1
C -7.88281 -0.29305 0.27297
H -7.65655 0.08261 1.26775
H -7.68332 0.49151 -0.45355
H -8.93876 -0.54443 0.22831
C -7.04423 -1.53439 -0.02045
N -5.63049 -1.28698 0.09966
C -4.88042 -1.73559 1.12829
O -5.27312 -2.43339 2.03594
C -3.46615 -1.20626 0.93020
H -2.73877 -1.97997 1.16837
C -3.43245 -0.73940 -0.52653
C -2.54793 0.48789 -0.81962
N -1.11871 0.28683 -0.91762
C -0.71211 -0.58271 -1.99924
H -1.24177 -0.29770 -2.90654
H 0.35659 -0.45237 -2.16701
H -0.89925 -1.64798 -1.79757
C -0.46271 -0.04758 0.33895
C 1.02101 0.11045 0.25727
C 1.93906 -0.91307 0.24875
N 3.17583 -0.35844 0.23188
N 3.09994 0.97142 0.23506
C 1.81448 1.29089 0.24667
C 1.40400 2.68715 0.27300
C 2.25888 3.63844 0.83062
C 1.89812 4.97024 0.87452
C 0.67231 5.34364 0.35249
C -0.18879 4.42520 -0.21887
C 0.18239 3.09406 -0.25964
H -0.46061 2.36473 -0.72678
H -1.13006 4.75752 -0.62849
F 0.30838 6.64599 0.39684
H 2.54702 5.71663 1.30522
H 3.20759 3.31426 1.22792
C 4.42095 -0.99286 0.21050
C 5.56696 -0.21371 0.06982
C 6.81027 -0.80990 0.04559
C 6.94740 -2.18965 0.15838
C 5.79790 -2.95585 0.30006
C 4.54476 -2.37293 0.32783
H 3.67475 -2.99932 0.44543
H 5.88118 -4.02916 0.39184
C 8.30285 -2.82618 0.15133
H 8.74230 -2.77662 1.14816
H 8.96978 -2.30716 -0.53345
H 8.24101 -3.87203 -0.13915
H 7.69193 -0.19563 -0.06490
H 5.45422 0.85454 -0.01971
H 1.77823 -1.97145 0.25280
H -0.67359 -1.08519 0.64656
H -0.85119 0.62853 1.10619
H -2.86764 0.90807 -1.78005
H -2.72463 1.24528 -0.04894
H -3.11060 -1.56911 -1.16217
C -4.91221 -0.44107 -0.82141
H -5.19124 -0.67537 -1.85281
H -5.13765 0.61783 -0.63382
H -3.31743 -0.37496 1.62345
H -7.27834 -2.32106 0.70109
H -7.25659 -1.90117 -1.03142
*
```